Entry 1:
This record from OMol25 describes a 3-piece molecular cluster, C21H41BFINO6S2 overall at a distorted geometry. The level of theory is the ωB97M-V functional and the def2-TZVPD basis.

The calculation puts the HOMO energy at -4.6420 eV. Its spin multiplicity is 1. The value obtained for the molar mass is 624.408 g mol⁻¹. As for the total energy: -69383.909 eV. The net charge is -1. The LUMO energy comes out at 2.1 eV. For the HOMO-LUMO gap, the calculation gives 6.69 eV.

XYZ file:
```
74
Properties=species:S:1:pos:R:3:mulliken_charge:R:1
C 4.43 1.84 -0.67 -1.22
C 3.48 0.88 0.05 -0.39
C 1.98 1.22 -0.14 -0.08
C 1.22 0.89 1.13 -1.23
C -0.29 0.82 1.00 -1.02
C -0.83 -0.39 0.16 2.24
C -1.18 0.17 -1.24 -2.16
C -2.45 1.04 -1.36 0.38
C -3.52 0.54 -2.33 -1.65
F -3.04 1.29 -0.12 -0.12
O 0.24 -1.28 -0.02 -0.91
B 0.25 -2.35 1.00 1.35
O -1.20 -2.37 1.40 -0.79
C -1.88 -1.32 0.88 -0.24
I -2.93 -0.48 2.64 -0.14
C -3.01 -1.97 0.05 -0.81
C -2.55 -2.93 -1.00 0.40
C -2.07 -4.29 -0.59 -1.74
N -2.61 -2.63 -2.22 -0.53
H 5.33 2.01 -0.10 0.25
H 3.95 2.80 -0.87 0.47
H 4.76 1.47 -1.64 0.19
H 3.73 0.83 1.10 0.31
H 3.63 -0.11 -0.34 0.27
H 1.64 0.64 -0.99 0.28
H 1.94 2.28 -0.35 0.13
H 1.43 1.69 1.84 0.53
H 1.64 -0.01 1.56 0.37
H -0.71 0.87 2.00 0.13
H -0.60 1.74 0.51 0.34
H -1.16 -0.62 -1.96 0.57
H -0.36 0.83 -1.51 0.50
H -2.14 2.01 -1.73 0.51
H -3.16 -0.23 -2.98 0.34
H -4.38 0.21 -1.77 0.37
H -3.84 1.37 -2.95 0.39
H 1.00 -2.05 1.93 -0.39
H 0.51 -3.45 0.53 -0.40
H -3.59 -2.55 0.76 0.84
H -3.69 -1.24 -0.35 0.35
H -0.99 -4.27 -0.69 0.27
H -2.27 -4.48 0.45 0.30
H -2.47 -5.05 -1.24 0.59
H -2.27 -3.41 -2.78 0.21
C -5.42 2.38 1.74 0.28
C -6.84 2.90 1.52 -0.81
C -7.27 3.62 2.81 -0.69
S -5.76 4.22 3.57 1.18
O -5.57 3.54 4.82 -0.66
O -5.73 5.66 3.50 -0.70
C -4.64 3.53 2.36 -0.73
H -4.96 2.05 0.81 -0.34
H -5.43 1.53 2.42 0.18
H -6.85 3.61 0.69 0.33
H -7.54 2.10 1.27 0.38
H -7.93 4.46 2.62 0.39
H -7.74 2.93 3.51 0.36
H -3.72 3.22 2.84 0.42
H -4.43 4.31 1.62 0.38
C 7.47 -3.27 -1.41 -0.59
C 7.00 -2.58 -2.70 -0.72
C 6.31 -1.27 -2.30 -0.53
S 7.05 -0.76 -0.74 1.16
O 6.05 -0.83 0.29 -0.58
O 7.84 0.42 -0.95 -0.70
C 8.13 -2.18 -0.57 -0.76
H 8.15 -4.09 -1.61 0.35
H 6.60 -3.67 -0.87 0.31
H 7.87 -2.36 -3.32 0.28
H 6.34 -3.21 -3.28 0.35
H 6.45 -0.48 -3.03 0.42
H 5.24 -1.42 -2.12 0.28
H 8.23 -2.43 0.48 0.40
H 9.10 -1.90 -0.98 0.33
```

---

Entry 2:
This record from OMol25 describes a 5-piece molecular cluster, C21H41BO11 overall. The level of theory is the ωB97M-V functional and the def2-TZVPD basis.

The calculation puts the HOMO energy at -9.9554 eV. Its spin multiplicity is 1. The value obtained for the molar mass is 480.360 g mol⁻¹. As for the total energy: -45642.675 eV. The LUMO energy comes out at 0.4 eV. Its structure (SMILES) is CB(O)[C@H]1CCOC1=O.CCOC(C)=O.CCOC(C)=O.CCOC(C)=O.CCOC(C)=O. For the HOMO-LUMO gap, the calculation gives 10.31 eV.

XYZ file:
```
74
Properties=species:S:1:pos:R:3:mulliken_charge:R:1
C 0.81 1.93 -2.42 -0.79
B -0.18 1.68 -1.24 0.45
O -0.65 2.79 -0.55 -0.67
C -0.59 0.24 -0.71 0.67
C -0.46 -0.98 -1.62 0.79
C 0.49 -1.92 -0.85 -0.56
O 0.67 -1.37 0.46 -0.43
C 0.19 -0.11 0.55 0.22
O 0.38 0.56 1.52 -0.60
H 0.45 2.73 -3.06 0.33
H 1.08 1.07 -3.02 0.29
H 1.73 2.33 -1.97 0.17
H -1.60 2.91 -0.56 0.29
H -1.62 0.29 -0.32 -0.06
H -0.04 -0.80 -2.61 -0.40
H -1.43 -1.45 -1.73 -0.25
H 0.10 -2.93 -0.75 0.32
H 1.48 -1.98 -1.31 0.24
O 5.21 5.23 -1.84 -0.57
C 4.91 4.60 -0.86 0.72
O 3.61 4.45 -0.57 -0.35
C 3.14 3.58 0.47 0.02
C 3.11 4.25 1.83 -0.86
C 5.96 4.04 0.08 -0.89
H 3.72 2.66 0.49 0.33
H 2.13 3.31 0.17 -0.02
H 4.10 4.53 2.17 0.31
H 2.67 3.58 2.56 0.06
H 2.50 5.16 1.78 0.33
H 6.15 4.78 0.86 0.25
H 6.87 3.90 -0.49 0.31
H 5.68 3.11 0.56 0.31
O 1.27 2.90 8.60 -0.57
C 1.33 2.07 7.74 0.71
O 1.94 2.40 6.58 -0.36
C 2.22 1.43 5.55 -0.60
C 1.05 1.23 4.61 -0.64
C 0.69 0.71 7.89 -0.88
H 2.55 0.50 5.99 0.39
H 3.07 1.86 5.02 0.34
H 0.19 0.80 5.12 0.33
H 1.33 0.56 3.79 0.20
H 0.75 2.18 4.16 0.24
H -0.32 0.76 7.49 0.24
H 0.64 0.49 8.95 0.31
H 1.23 -0.09 7.38 0.31
O -4.17 -2.49 -2.26 -0.56
C -4.27 -2.86 -1.12 0.81
O -3.49 -2.27 -0.19 -0.29
C -3.63 -2.49 1.22 -0.42
C -2.83 -3.69 1.69 -0.98
C -5.17 -4.00 -0.71 -1.15
H -4.68 -2.56 1.49 0.37
H -3.24 -1.58 1.67 0.33
H -3.20 -4.62 1.25 0.29
H -2.90 -3.78 2.77 0.39
H -1.78 -3.57 1.41 0.23
H -4.59 -4.92 -0.74 0.29
H -5.97 -4.07 -1.44 0.33
H -5.59 -3.90 0.28 0.35
O 0.74 -1.71 -4.57 -0.56
C -0.20 -1.91 -5.28 0.94
O -1.42 -1.55 -4.82 -0.33
C -2.62 -1.65 -5.60 -0.43
C -3.27 -3.00 -5.46 -0.80
C -0.08 -2.62 -6.61 -1.29
H -2.43 -1.39 -6.64 0.37
H -3.27 -0.87 -5.19 0.32
H -2.64 -3.80 -5.87 0.29
H -4.22 -3.02 -6.00 0.39
H -3.46 -3.21 -4.41 0.11
H -0.23 -3.69 -6.44 0.30
H 0.93 -2.47 -6.97 0.35
H -0.79 -2.28 -7.36 0.35
```

---

Entry 3:
This record from OMol25 describes C21H41DyN7O2S3 as an isolated structure at a distorted geometry. The level of theory is the ωB97M-V functional and the def2-TZVPD basis.

The calculation puts the HOMO energy (spin up / spin down) at -9.0934 / -9.0985 eV. Its spin multiplicity is 6. The value obtained for the molar mass is 682.307 g mol⁻¹. As for the total energy: -93557.143 eV. The net charge is +1. The LUMO energy (spin up / spin down) comes out at -3.2 / -3.2 eV. For the HOMO-LUMO gap (spin up / spin down), the calculation gives 5.85 / 5.86 eV.

XYZ file:
```
75
Properties=species:S:1:pos:R:3:mulliken_charge:R:1
Dy 0.28 -1.10 0.80 -0.21
N -0.55 -2.40 -1.43 -0.39
C -1.95 -2.84 -1.27 -0.73
C -2.94 -1.73 -1.63 -1.29
N -2.64 -0.44 -0.98 0.93
C -2.79 0.65 -1.96 -1.15
C -1.60 0.76 -2.93 -0.60
N -0.47 1.47 -2.33 -0.33
C -3.57 -0.18 0.13 -0.98
C -3.39 -1.14 1.30 -0.99
N -2.08 -0.92 1.92 0.12
H -0.41 -2.11 -2.41 0.15
H 0.03 -3.23 -1.30 0.30
H -2.06 -3.15 -0.23 0.36
H -2.19 -3.70 -1.91 0.52
H -3.96 -2.07 -1.38 0.32
H -2.92 -1.60 -2.72 0.52
H -2.89 1.59 -1.42 0.53
H -3.71 0.52 -2.55 0.49
H -1.94 1.28 -3.84 0.42
H -1.26 -0.23 -3.22 0.13
H -0.54 2.47 -2.52 0.33
H -0.44 1.39 -0.80 -0.29
H -4.62 -0.22 -0.21 0.39
H -3.37 0.83 0.49 0.46
H -3.47 -2.18 0.97 0.29
H -4.21 -0.96 2.01 0.53
H -1.95 -1.64 2.66 0.02
H -2.14 -0.04 2.45 0.10
C 0.67 1.74 4.45 -2.18
C 0.18 1.44 3.07 0.71
O 0.44 0.33 2.56 0.14
C -0.61 2.42 2.34 0.84
C -1.21 3.49 3.03 -1.06
C -2.01 4.41 2.39 -1.13
C -2.21 4.30 1.02 -0.75
C -1.61 3.27 0.32 -0.93
C -0.84 2.30 0.95 1.43
O -0.29 1.27 0.23 1.05
H 1.34 0.95 4.77 0.36
H -0.16 1.77 5.15 0.48
H 1.19 2.70 4.49 0.46
H -1.05 3.57 4.09 0.47
H -2.48 5.20 2.95 0.42
H -2.82 5.02 0.51 0.51
H -1.76 3.20 -0.75 0.16
N 1.78 0.04 -3.43 -0.52
C 2.39 -0.39 -2.18 2.53
C 3.24 -1.66 -2.26 -1.54
C 3.63 -2.08 -0.84 0.13
N 2.43 -2.46 -0.08 -0.30
C 4.38 -0.95 -0.13 -1.53
C 3.67 0.40 -0.18 0.01
N 2.49 0.39 0.70 -0.31
C 3.24 0.74 -1.61 -1.57
H 1.38 -0.76 -3.92 0.28
H 2.48 0.43 -4.05 0.24
H 0.41 1.12 -2.72 0.12
H 1.56 -0.58 -1.47 -1.43
H 4.15 -1.47 -2.83 0.33
H 2.69 -2.46 -2.75 0.45
H 4.32 -2.93 -0.91 0.41
H 2.72 -2.61 0.91 0.15
H 2.13 -3.38 -0.39 0.28
H 5.37 -0.83 -0.58 0.49
H 4.53 -1.23 0.92 0.50
H 4.38 1.17 0.16 0.41
H 2.15 1.35 0.77 0.15
H 2.80 0.12 1.64 0.32
H 4.13 0.87 -2.23 0.56
H 2.68 1.68 -1.64 0.37
S -0.56 -2.49 4.29 -0.28
C 0.46 -2.72 2.99 0.45
S 2.06 -2.13 2.99 -0.36
S -0.10 -3.60 1.58 -0.29
```